Entry 1:
# C40H51F3MoN4O6SSi

A molecular structure, C40H51F3MoN4O6SSi (wB97M-V/def2-TZVPD, the Open Molecules 2025 dataset).

Geometry as XYZ:
```
107
Properties=species:S:1:pos:R:3
Mo -0.46 -1.48 0.63
C 1.84 -2.50 5.02
C 2.30 -1.13 4.54
C 1.52 -0.01 5.20
C 3.79 -0.97 4.82
O 2.02 -1.02 3.12
Si 2.93 -1.53 1.88
S 1.73 -1.07 0.11
O 4.35 -0.81 1.64
C 4.80 0.53 1.31
C 6.13 0.71 2.02
C 5.00 0.58 -0.20
C 3.79 1.57 1.76
O 3.15 -3.13 2.03
C 4.15 -4.02 1.46
C 3.58 -5.42 1.65
C 4.35 -3.72 -0.02
C 5.44 -3.86 2.25
H 2.01 -2.60 6.09
H 2.38 -3.29 4.51
H 0.77 -2.63 4.84
H 1.71 0.01 6.27
H 0.45 -0.15 5.04
H 1.81 0.95 4.78
H 3.97 -1.07 5.90
H 4.15 0.01 4.51
H 4.38 -1.74 4.32
H 6.83 -0.07 1.73
H 6.00 0.66 3.10
H 6.57 1.68 1.77
H 5.71 -0.18 -0.52
H 5.39 1.56 -0.49
H 4.05 0.42 -0.72
H 3.62 1.51 2.84
H 2.83 1.44 1.25
H 4.17 2.57 1.53
H 2.66 -5.54 1.07
H 3.37 -5.61 2.70
H 4.30 -6.17 1.30
H 3.41 -3.80 -0.56
H 5.06 -4.43 -0.44
H 4.75 -2.71 -0.16
H 5.27 -4.07 3.30
H 5.82 -2.84 2.15
H 6.20 -4.55 1.87
F -3.07 2.11 3.76
C -2.66 0.85 3.58
C -1.91 0.53 2.46
C -1.47 -0.77 2.30
C -1.79 -1.77 3.24
C -2.56 -1.39 4.33
F -2.90 -2.29 5.27
C -3.00 -0.10 4.53
C -1.21 -3.11 3.02
C -1.46 -4.25 3.77
C -0.77 -5.42 3.48
C 0.15 -5.44 2.45
C 0.32 -4.28 1.71
N -0.34 -3.16 1.98
H -1.68 1.31 1.74
H -3.58 0.16 5.40
H -2.17 -4.23 4.58
H -0.96 -6.31 4.06
H 0.72 -6.32 2.20
H 1.01 -4.24 0.87
F -1.62 4.85 -1.79
C -2.08 3.71 -2.33
C -1.74 2.53 -1.75
C -2.14 1.32 -2.32
C -1.76 0.08 -1.66
O -1.08 0.15 -0.60
C -2.20 -1.11 -2.27
C -2.90 -1.03 -3.45
N -3.26 0.10 -4.08
C -3.98 -0.10 -5.34
C -3.85 0.74 -6.56
C -5.16 0.69 -5.80
C -2.90 1.33 -3.51
C -3.26 2.56 -4.05
C -2.86 3.76 -3.49
N -3.27 4.97 -4.10
C -3.28 6.22 -3.34
C -4.03 7.28 -4.17
N -4.97 6.59 -5.10
C -4.22 5.82 -6.16
C -2.98 5.20 -5.51
C -1.94 -2.51 -1.78
O -2.20 -3.46 -2.47
O -1.44 -2.64 -0.55
H -1.13 2.52 -0.86
H -3.20 -1.96 -3.91
H -4.05 -1.16 -5.52
H -3.79 0.21 -7.50
H -3.25 1.64 -6.53
H -5.98 0.13 -6.22
H -5.47 1.55 -5.23
H -3.90 2.62 -4.92
H -2.28 6.61 -3.13
H -3.78 6.06 -2.39
H -3.36 7.87 -4.79
H -4.59 7.96 -3.53
H -5.61 7.25 -5.53
H -5.53 5.92 -4.56
H -3.96 6.52 -6.96
H -4.90 5.07 -6.55
H -2.11 5.86 -5.62
H -2.73 4.27 -6.01
```

Output
- 2S+1 = 3
- E_tot (eV) = -89267.74125
- total charge = +2
- ΔE to the lowest compared entry with this formula, charge and spin (kJ/mol) = 4.56

Here are the Mulliken charges for atoms 1 to 5, given in e: atom 1 (Mo): -0.683, atom 2 (C): -1.004, atom 3 (C): 1.562, atom 4 (C): -1.566, atom 5 (C): -1.486



Entry 2:
# C3H7PS

2 unconnected molecules or ions with the total composition C3H7PS at a distorted geometry (wB97M-V/def2-TZVPD, the Open Molecules 2025 dataset).

Geometry as XYZ:
```
12
Properties=species:S:1:pos:R:3
C -0.36 0.13 -0.01
C -0.51 1.43 -0.61
C 1.96 -0.95 0.47
P 0.10 -1.35 0.45
S -3.29 -0.40 0.28
H 0.39 2.08 -0.37
H -0.56 1.28 -1.77
H -1.31 2.05 -0.13
H 1.98 -0.26 -0.36
H 2.65 -1.84 0.39
H 2.20 -0.52 1.43
H -3.24 -1.64 0.21
```

Output
- E_tot (eV) = -23343.67409
- ΔE to the lowest compared entry with this formula, charge and spin (kJ/mol) = 414.39

Here are the Mulliken charges for atoms 1 to 5, given in e: atom 1 (C): 0.213, atom 2 (C): -0.709, atom 3 (C): -0.917, atom 4 (P): 0.007, atom 5 (S): -0.394



Entry 3:
# C12H33ClNO9PS2Si2

A molecular structure, C12H33ClNO9PS2Si2 at a distorted geometry (wB97M-V/def2-TZVPD, the Open Molecules 2025 dataset).

Geometry as XYZ:
```
61
Properties=species:S:1:pos:R:3
C -2.45 3.93 -1.84
C -3.43 3.32 -3.03
O -3.57 4.11 -4.13
N -4.12 1.98 -3.01
C -3.25 0.89 -2.41
C -3.59 0.53 -0.84
C -3.50 -1.09 -0.52
C -1.97 -1.66 -0.37
Si -1.02 -1.04 1.21
O -1.25 -2.18 2.58
Si -0.22 -1.74 3.93
P 1.14 -1.06 0.63
O 1.21 -0.75 -1.11
Cl 2.18 0.58 1.50
H -2.95 4.86 -1.32
H -2.21 3.10 -1.04
H -1.47 4.33 -2.38
H -5.08 2.01 -2.59
H -3.45 -0.09 -3.04
H -2.13 1.21 -2.50
H -2.94 1.16 -0.07
H -4.72 0.85 -0.63
H -4.20 -1.37 0.38
H -3.96 -1.63 -1.47
H -1.29 -1.51 -1.33
H -2.07 -2.85 -0.24
H -1.47 0.29 1.65
H 0.51 -2.90 4.49
H 0.80 -0.73 3.62
H -1.07 -1.23 5.02
H 2.20 -0.70 -1.34
O 0.28 -1.15 -4.39
S -0.70 -1.73 -5.28
O -1.90 -2.38 -4.79
O 0.05 -2.73 -6.33
C 0.87 -3.76 -5.81
C 0.04 -4.92 -5.29
C -1.19 -0.49 -6.46
H 1.54 -3.38 -5.03
H 1.50 -4.11 -6.63
H -0.54 -4.63 -4.41
H 0.67 -5.77 -5.02
H -0.68 -5.25 -6.05
H -0.29 -0.03 -6.88
H -1.79 0.25 -5.94
H -1.78 -0.97 -7.25
O 2.29 1.17 6.11
S 3.70 1.14 5.80
O 4.60 0.16 6.37
O 4.33 2.62 6.05
C 4.15 3.24 7.31
C 5.09 2.66 8.35
C 3.89 1.11 4.03
H 3.11 3.16 7.64
H 4.37 4.30 7.19
H 4.84 1.62 8.57
H 5.04 3.23 9.28
H 6.13 2.67 7.98
H 3.25 1.89 3.60
H 3.57 0.13 3.68
H 4.94 1.28 3.79
```

Output
- E_tot (eV) = -92131.29547

Here are the Mulliken charges for atoms 1 to 5, given in e: atom 1 (C): -0.537, atom 2 (C): 0.373, atom 3 (O): -0.559, atom 4 (N): -0.245, atom 5 (C): -0.395



Entry 4:
# C4H7NS2

A single C4H7NS2 molecule (wB97M-V/def2-TZVPD, the Open Molecules 2025 dataset).

Geometry as XYZ:
```
14
Properties=species:S:1:pos:R:3
C 0.62 -1.44 1.79
C 1.96 -1.10 1.41
C -1.25 0.97 -1.83
C -1.14 0.65 -0.35
N -0.49 -1.63 1.98
S 1.81 -0.12 -0.16
S 0.43 1.27 0.35
H 2.45 -0.48 2.16
H 2.55 -1.98 1.18
H -1.36 2.04 -1.98
H -0.37 0.63 -2.37
H -2.12 0.47 -2.25
H -1.19 -0.42 -0.16
H -1.90 1.15 0.23
```

Output
- E_tot (eV) = -27421.83656
- ΔE to the lowest compared entry with this formula, charge and spin (kJ/mol) = 0.88

Here are the Mulliken charges for atoms 1 to 5, given in e: atom 1 (C): 0.359, atom 2 (C): -0.436, atom 3 (C): -0.990, atom 4 (C): -0.427, atom 5 (N): -0.428



Entry 5:
# C4H14N3O

2 unconnected molecules or ions with the total composition C4H14N3O at a distorted geometry (wB97M-V/def2-TZVPD, the Open Molecules 2025 dataset).

Geometry as XYZ:
```
22
Properties=species:S:1:pos:R:3
C 0.37 1.14 2.16
C -1.02 1.60 1.77
O 1.38 1.60 1.23
H 0.62 1.63 3.10
H 0.47 0.07 2.15
H -1.20 2.65 1.96
H 1.27 2.54 1.07
H -1.77 1.10 2.39
H -1.33 1.34 0.75
C 0.24 0.61 -2.24
C -0.24 -1.33 -0.78
N 0.52 -0.76 -1.74
N -1.56 -1.28 -0.91
N 0.41 -1.99 0.18
H 1.48 -1.05 -1.72
H -1.87 -1.13 -1.86
H -2.17 -1.87 -0.36
H 1.31 -1.64 0.45
H 0.24 -2.93 0.52
H 0.25 1.30 -1.40
H -0.75 0.61 -2.69
H 0.96 0.86 -3.01
```

Output
- E_tot (eV) = -10886.83867
- total charge = +1
- ΔE to the lowest compared entry with this formula, charge and spin (kJ/mol) = 127.59

Here are the Mulliken charges for atoms 1 to 5, given in e: atom 1 (C): -0.209, atom 2 (C): -1.063, atom 3 (O): -0.537, atom 4 (H): 0.330, atom 5 (H): 0.197